1.
{
  "formula": "C4H6N2O",
  "method": "ωB97M-V/def2-TZVPD",
  "smiles": "Cc1cc(N)on1",
  "homo_energy_ha": -0.311,
  "total_energy_ev": -9271.420,
  "homo_lumo_gap_ev": 9.32,
  "elements": ["C", "C", "N", "O", "C", "N", "C", "H", "H", "H", "H", "H", "H"],
  "positions_angstrom": [[-2.280213, 0.182616, 0.012096], [-0.822546, 0.088609, -0.479364], [-0.408457, -0.337396, -1.665829], [1.024486, -0.473047, -1.505895], [1.352144, -0.129280, -0.239278], [2.617226, -0.191402, 0.327385], [0.243767, 0.298446, 0.424439], [-3.039582, 0.067059, -0.770619], [-2.458356, -0.613812, 0.759939], [-2.450169, 1.138590, 0.532895], [2.626385, -0.172644, 1.346445], [3.376727, -0.700340, -0.093922], [0.218586, 0.842606, 1.351704]],
  "forces_ev_per_angstrom": [[0.383, -0.040, -0.414], [-0.532, -0.247, -0.151], [-0.009, 0.138, 1.465], [0.339, 0.007, 0.884], [-0.266, 0.268, 0.318], [-0.246, 0.029, -0.518], [-0.021, 0.141, -0.255], [0.395, 0.076, 0.040], [0.241, 0.316, -0.409], [0.151, -0.277, -0.287], [-0.082, -0.074, -0.734], [-0.264, -0.001, -0.179], [-0.088, -0.336, 0.241]]
}

---

2.
{
  "formula": "C4H6N2O",
  "method": "ωB97M-V/def2-TZVPD",
  "homo_energy_ha": [-0.299, -0.305],
  "total_energy_ev": -9266.724,
  "homo_lumo_gap_ev": [8.40, 8.69],
  "elements": ["C", "C", "C", "C", "N", "N", "O", "H", "H", "H", "H", "H", "H"],
  "positions_angstrom": [[0.335795, -1.145678, -0.088562], [-0.505867, -0.159722, 0.131147], [1.730384, -0.502884, 0.073396], [1.356555, 1.010575, -0.037200], [-3.454368, 0.445358, 0.054695], [-2.939413, -0.599472, 0.082901], [-0.085114, 1.113749, 0.217444], [0.215192, -2.141875, -0.285477], [2.090873, -0.960452, 0.907063], [2.305699, -0.705402, -0.724737], [1.761066, 1.536076, 0.832674], [1.716029, 1.487824, -0.967928], [-4.526828, 0.621902, -0.195413]],
  "forces_ev_per_angstrom": [[0.901, 2.680, 0.327], [-1.233, -0.115, -0.419], [-3.990, 1.610, -1.241], [0.959, -0.125, 2.190], [-0.750, 0.667, -0.296], [-0.379, 0.482, -0.205], [0.168, -0.732, -0.505], [-0.694, -2.165, -0.220], [1.640, -0.213, 2.797], [2.283, -1.058, -2.734], [0.313, 0.277, -0.430], [-0.734, -0.341, 0.301], [1.516, -0.968, 0.435]]
}

---

3.
{
  "formula": "C4H6N2O",
  "method": "ωB97M-V/def2-TZVPD",
  "smiles": "CO/C(C#N)=C\\N",
  "homo_energy_ha": -0.289,
  "total_energy_ev": -9270.388,
  "homo_lumo_gap_ev": 8.57,
  "elements": ["C", "C", "C", "C", "H", "H", "H", "H", "H", "H", "N", "N", "O"],
  "positions_angstrom": [[1.403789, -0.158412, 1.341399], [-0.393514, -0.417896, -0.172542], [-1.120255, 0.448950, -0.940020], [-0.988277, -1.748894, 0.245218], [1.126915, -1.057925, 1.913659], [2.450009, -0.058249, 1.299691], [0.944835, 0.721841, 1.664283], [-2.232119, 0.265319, -0.993441], [0.656820, 1.197814, -1.434721], [-0.769113, 2.212736, -2.177262], [-0.432317, 1.415655, -1.493397], [-1.528383, -2.592847, 0.753222], [0.881610, -0.228094, -0.006087]],
  "forces_ev_per_angstrom": [[-1.565, -1.209, -0.961], [-4.178, -2.396, 0.132], [-1.719, -2.804, 1.731], [2.181, 5.461, -1.488], [-0.022, 0.402, -0.131], [1.235, 0.080, -0.281], [-0.476, 1.291, 1.591], [1.470, 0.522, -0.460], [-3.192, 1.119, -0.369], [0.809, -2.760, 2.240], [3.281, 3.983, -3.064], [-1.673, -3.278, 1.411], [3.849, -0.409, -0.351]]
}

---

4.
{
  "formula": "C4H6N2O",
  "method": "ωB97M-V/def2-TZVPD",
  "smiles": "Nc1cc[nH]c1O",
  "homo_energy_ha": -0.282,
  "total_energy_ev": -9271.960,
  "homo_lumo_gap_ev": 8.58,
  "elements": ["N", "C", "C", "O", "N", "C", "C", "H", "H", "H", "H", "H", "H"],
  "positions_angstrom": [[0.701690, -1.265792, 1.367233], [0.072466, -0.180754, 0.676307], [0.766053, 0.576523, -0.231984], [2.067083, 0.947630, -0.306400], [-0.083062, 0.937828, -1.237625], [-1.350646, 0.462959, -0.950215], [-1.294150, -0.167531, 0.257066], [0.640639, -2.009234, 0.670549], [0.122473, -1.615508, 2.121543], [2.393573, 1.058117, 0.594372], [0.244418, 1.299869, -2.116576], [-2.158942, 0.540676, -1.661507], [-2.121593, -0.584781, 0.817238]],
  "forces_ev_per_angstrom": [[-0.062, -0.158, 0.230], [-0.043, -0.122, -0.307], [-0.278, -0.096, 0.015], [0.054, -0.127, -0.111], [0.042, 0.163, -0.017], [-0.089, 0.055, -0.062], [-0.145, -0.063, -0.256], [0.443, -0.119, 0.349], [0.055, 0.287, 0.266], [0.015, -0.179, -0.090], [-0.153, 0.219, 0.103], [0.064, 0.297, 0.165], [0.098, -0.158, -0.284]]
}

---

5.
{
  "formula": "C4H6N2O",
  "method": "ωB97M-V/def2-TZVPD",
  "smiles": "COc1cc[nH]n1",
  "homo_energy_ha": -0.324,
  "total_energy_ev": -9271.169,
  "homo_lumo_gap_ev": 9.85,
  "elements": ["C", "O", "C", "N", "N", "C", "C", "H", "H", "H", "H", "H", "H"],
  "positions_angstrom": [[0.411109, 0.768080, 2.147948], [0.334243, 1.251785, 0.818567], [-0.000218, 0.313629, -0.092516], [-0.272649, -0.948917, 0.173922], [-0.528807, -1.474357, -1.053935], [-0.371082, -0.608897, -2.077955], [-0.101515, 0.615167, -1.468806], [0.647537, 1.625429, 2.780891], [-0.544668, 0.325047, 2.445388], [1.193275, 0.006239, 2.231196], [-0.746280, -2.453106, -1.121464], [-0.537117, -0.867653, -3.125701], [0.777967, 1.278074, -1.598422]],
  "forces_ev_per_angstrom": [[0.027, -0.127, 0.344], [-0.063, -0.489, -0.331], [-0.832, -0.591, 0.046], [-0.221, 0.022, 0.126], [-0.052, -0.245, -0.337], [-0.171, 0.599, 0.690], [2.609, 0.323, 0.414], [-0.038, -0.138, -0.130], [0.133, 0.060, 0.032], [-0.094, 0.081, 0.053], [-0.143, 0.069, 0.087], [0.245, -0.068, 0.558], [-1.400, 0.504, -1.552]]
}

---

6.
{
  "formula": "C4H6N2O",
  "method": "ωB97M-V/def2-TZVPD",
  "smiles": "Nc1ccc(O)[nH]1",
  "homo_energy_ha": -0.273,
  "total_energy_ev": -9271.624,
  "homo_lumo_gap_ev": 8.19,
  "elements": ["N", "C", "C", "C", "C", "O", "N", "H", "H", "H", "H", "H", "H"],
  "positions_angstrom": [[-2.295827, -0.440480, 0.246697], [-0.950528, -0.085447, 0.061198], [-0.358086, 1.132553, 0.030404], [1.071332, 0.932901, -0.099671], [1.248217, -0.398538, -0.232456], [2.306056, -1.204119, -0.480601], [0.040611, -1.102758, -0.018989], [-2.679011, -0.998540, -0.510793], [-2.866627, 0.389325, 0.363315], [-0.857683, 2.090650, 0.087055], [1.832135, 1.696877, -0.116943], [3.115091, -0.727258, -0.269309], [0.394314, -1.285167, 0.940087]],
  "forces_ev_per_angstrom": [[0.039, 0.038, -0.009], [0.166, 0.415, 0.310], [-0.198, -0.039, 0.081], [0.254, -0.017, -0.314], [0.114, 0.628, -0.541], [0.257, 0.139, 0.265], [0.419, 0.218, 0.306], [0.210, 0.009, 0.141], [0.074, -0.165, 0.014], [0.021, -0.094, -0.080], [-0.015, 0.020, -0.188], [0.065, 0.007, -0.076], [-1.405, -1.160, 0.091]]
}

---

7.
{
  "formula": "C4H6N2O",
  "method": "ωB97M-V/def2-TZVPD",
  "homo_energy_ha": -0.344,
  "total_energy_ev": -9270.731,
  "homo_lumo_gap_ev": 10.07,
  "elements": ["C", "C", "C", "C", "N", "N", "O", "H", "H", "H", "H", "H", "H"],
  "positions_angstrom": [[0.152693, -1.327307, -0.052114], [-1.448398, 0.521400, -0.009811], [0.386258, 0.057858, 0.304656], [1.609231, 0.885476, -0.205059], [-1.057355, -1.732146, -0.153635], [-2.008186, -0.694917, -0.002745], [-1.941196, 1.626441, -0.054829], [0.802713, -2.114747, -0.145493], [0.386095, 0.307309, 1.453368], [1.841768, 0.978327, -1.235800], [2.520690, 0.471745, 0.315805], [1.636742, 1.841961, 0.290278], [-2.881060, -0.821404, -0.504623]],
  "forces_ev_per_angstrom": [[-2.224, 0.762, 0.894], [2.901, 2.488, 0.597], [-1.997, 2.877, 1.036], [0.409, -1.145, 2.282], [-0.913, -0.115, -0.446], [0.921, -0.845, -0.366], [0.572, -1.603, -0.029], [2.090, -1.449, -0.279], [-0.232, -1.083, -1.943], [-0.289, -0.084, -0.986], [-0.720, -0.260, -0.745], [-0.644, 0.703, -0.276], [0.127, -0.246, 0.260]]
}

---

8.
{
  "formula": "C4H6N2O",
  "method": "ωB97M-V/def2-TZVPD",
  "smiles": "[H]/N=C1\\CC=CN1O",
  "homo_energy_ha": -0.300,
  "total_energy_ev": -9268.192,
  "homo_lumo_gap_ev": 8.95,
  "elements": ["C", "C", "C", "C", "H", "H", "H", "H", "H", "H", "N", "N", "O"],
  "positions_angstrom": [[0.645157, -1.317181, -0.061456], [1.452220, -0.343553, -0.160685], [0.723089, 1.001339, 0.170937], [-0.646594, 0.546311, 0.039941], [-2.109817, -0.762176, -0.277945], [0.887392, -2.454800, -0.088914], [2.415696, -0.665813, -0.460542], [1.168575, 1.903919, -0.348827], [0.632029, 0.979347, 1.459388], [-1.176477, 2.247311, -0.367218], [-0.589323, -0.837476, 0.226003], [-1.663712, 1.237360, -0.144306], [-1.738238, -1.534587, 0.013627]],
  "forces_ev_per_angstrom": [[-1.537, -5.105, 0.018], [2.934, 3.131, -0.244], [3.052, -1.760, 2.477], [1.077, -1.039, -0.080], [-4.273, 2.452, -1.907], [-0.801, 2.358, -0.113], [1.338, 1.060, 0.176], [-1.123, -0.919, 1.026], [1.125, 0.808, -3.313], [-2.351, -2.848, 0.717], [-0.131, 0.782, 1.655], [-0.312, 3.777, -1.243], [1.003, -2.696, 0.832]]
}

---

9.
{
  "formula": "C4H6N2O",
  "method": "ωB97M-V/def2-TZVPD",
  "homo_energy_ha": -0.300,
  "total_energy_ev": -9267.546,
  "homo_lumo_gap_ev": 8.91,
  "elements": ["C", "O", "C", "N", "N", "C", "C", "H", "H", "H", "H", "H", "H"],
  "positions_angstrom": [[1.541909, -1.706225, 0.021348], [0.583753, -1.360962, 1.058988], [-0.364590, -0.320827, 0.629024], [-0.910542, -1.470697, 0.440887], [-2.033864, 1.209255, -0.974395], [-1.099024, 1.771150, -0.303831], [-0.197339, 1.012467, 0.542466], [2.523871, -1.685189, 0.495744], [1.290215, -2.705385, -0.334458], [1.478410, -0.975493, -0.786658], [-2.530109, 1.900854, -1.535158], [-0.890379, 2.849468, -0.347577], [0.607689, 1.481585, 1.093619]],
  "forces_ev_per_angstrom": [[0.108, -0.020, -0.094], [0.125, -0.015, 0.163], [-0.138, -0.285, -0.177], [0.013, 0.502, -0.070], [0.133, 0.306, 0.089], [-0.030, -0.097, 0.015], [-0.029, -0.057, -0.025], [-0.127, 0.010, -0.032], [0.054, 0.133, 0.082], [0.012, -0.097, 0.108], [0.013, -0.114, 0.084], [-0.091, -0.152, -0.012], [-0.043, -0.114, -0.131]]
}

---

10.
{
  "formula": "C4H6N2O",
  "method": "ωB97M-V/def2-TZVPD",
  "homo_energy_ha": [-0.320, -0.320],
  "total_energy_ev": -9268.356,
  "homo_lumo_gap_ev": [8.78, 8.78],
  "elements": ["C", "C", "O", "C", "N", "C", "N", "H", "H", "H", "H", "H", "H"],
  "positions_angstrom": [[-2.133866, 0.083799, -0.253342], [-0.719992, -0.388697, 0.002339], [0.026316, 0.781369, 0.431690], [1.292685, 0.679209, 0.740436], [2.022644, -0.446093, 0.684117], [2.693013, 0.743936, 0.019331], [3.521412, 1.146016, -0.715952], [-2.134804, 0.852518, -1.030529], [-2.767230, -0.746903, -0.579904], [-2.557798, 0.511010, 0.659207], [-0.255112, -0.776976, -0.911886], [-0.678221, -1.161460, 0.779597], [1.690950, -1.277734, 0.174898]],
  "forces_ev_per_angstrom": [[-0.016, 0.022, 0.012], [-0.068, -0.177, -0.078], [0.243, 0.078, 0.006], [-0.261, -0.181, 0.034], [-0.145, -0.051, -0.006], [0.865, 0.360, -0.677], [-0.675, -0.236, 0.581], [-0.024, -0.105, 0.102], [0.143, 0.099, 0.056], [0.032, -0.066, -0.123], [-0.067, 0.047, 0.109], [0.012, 0.166, -0.073], [-0.041, 0.043, 0.055]]
}